Record 1
23
Properties=species:S:1:pos:R:3:forces:R:3 method="wB97M-V/def2-TZVPD" energy_ev=-104671.797 e_above_lowest_ev=0.356 homo_energy_ev=-8.75
Au -0.59044 0.18609 0.37988 0.33 -0.50 0.11
N 1.54588 0.40353 0.05701 -0.31 0.47 0.00
C 2.25093 0.08921 1.31652 0.06 -0.06 -0.01
C 1.34854 -0.55387 2.37959 -0.03 0.08 0.00
O 1.84276 -0.94363 3.40261 0.05 -0.05 0.01
O 0.05700 -0.62020 2.12487 0.15 -0.09 -0.08
H 1.76704 -0.25143 -0.68418 -0.01 0.03 -0.02
H 1.72535 1.33810 -0.29407 0.15 -0.04 0.00
H 2.66630 1.00112 1.74113 -0.06 0.01 0.03
H 3.08165 -0.58891 1.12954 0.00 0.00 0.03
I -1.17951 1.46809 -1.75968 -0.08 -0.21 -0.12
F -8.05779 0.83538 -0.40234 -0.02 0.01 0.00
C -6.82384 0.43185 -0.11766 0.08 0.01 0.01
C -6.56928 -0.90533 0.13531 0.04 0.05 0.02
F -7.55961 -1.79369 0.08990 0.00 0.00 0.00
C -5.27958 -1.30609 0.43079 0.00 -0.07 -0.10
F -5.05777 -2.60449 0.66628 -0.01 -0.01 0.00
C -4.21852 -0.41485 0.48168 0.29 0.16 -0.20
Se -2.50907 -1.14765 0.95320 -0.50 0.29 0.10
C -4.50312 0.92058 0.23992 -0.08 -0.01 0.12
F -3.55083 1.84979 0.32321 -0.02 0.03 0.12
C -5.78608 1.34720 -0.06250 -0.01 -0.10 0.00
F -6.02842 2.63699 -0.28710 0.00 0.01 0.00



Record 2
25
Properties=species:S:1:pos:R:3:forces:R:3 method="wB97M-V/def2-TZVPD" energy_ev=-20399.249 smiles="COC(=O)C1=C(OC)O[C@H](B(O)O)C1" e_above_lowest_ev=0.597 homo_energy_ev=-7.98
C 1.49124 3.46823 1.24165 -0.04 2.30 -0.07
O 0.79972 2.43581 0.56922 0.53 0.43 0.43
C 1.52327 1.31406 0.64542 2.72 0.34 0.53
O 2.62207 1.31351 1.22919 -1.42 -0.92 -0.93
C 0.96159 0.24350 -0.06001 -2.51 -2.57 -1.32
C -0.35172 0.19075 -0.49076 0.42 0.85 -0.06
O -1.12190 1.24418 -0.61641 -1.80 -0.24 -0.53
C -2.41854 0.92692 -1.26474 2.23 -1.31 0.04
O -0.90833 -0.97937 -0.87260 0.84 1.43 0.99
C 0.13416 -1.96020 -0.83683 1.50 0.27 0.89
B -0.19653 -3.20862 0.15088 -0.26 1.71 -1.29
O -1.25752 -3.07837 0.95572 -0.27 1.65 -0.46
O 0.65637 -4.21235 0.01853 1.38 -4.29 1.34
C 1.46403 -1.16635 -0.24630 -1.65 -0.19 -1.03
H 2.08267 3.11228 2.07495 -0.21 -0.03 0.11
H 0.71780 4.16506 1.56463 0.03 0.00 0.12
H 2.18599 4.06251 0.58649 -0.59 -0.86 0.22
H -3.09072 1.64488 -1.00802 -1.68 2.23 1.27
H -2.72423 -0.04526 -0.83839 -0.21 0.57 -1.09
H -2.28695 1.07796 -2.34644 0.04 -0.99 0.25
H 0.15201 -2.17929 -1.88849 0.97 -0.86 -0.41
H -1.57088 -3.80822 1.43014 -0.50 -1.66 1.16
H 0.64857 -5.10326 0.56179 -0.30 3.06 -1.52
H 1.63152 -1.63210 0.66066 0.67 -0.83 2.18
H 2.39480 -1.25654 -0.77633 0.13 -0.06 -0.80



Record 3
16
Properties=species:S:1:pos:R:3:forces:R:3 method="wB97M-V/def2-TZVPD" energy_ev=-8863.665 e_above_lowest_ev=5.548 homo_energy_ev=-6.55
C 1.68240 -0.51608 0.63567 0.05 -0.19 -0.46
C -0.27332 0.90850 -0.15877 3.76 1.12 -3.26
C -1.03643 -0.20877 -0.71822 -0.69 0.83 4.48
N -1.65681 0.17090 0.72349 -0.90 -1.95 -1.71
C 1.06658 0.77330 0.20537 -0.99 0.43 0.01
C -0.77096 -1.43195 -1.15578 -0.60 0.46 -0.09
O -0.74049 2.15115 -0.56226 0.07 -0.68 0.14
H -0.10182 2.80419 -0.24284 0.01 -0.10 0.17
H -1.84204 -0.60056 1.35220 -0.13 -0.02 0.17
H -2.31872 0.93368 0.73261 -0.22 -0.16 -0.12
H 1.73882 1.45760 -0.30595 -0.19 0.45 0.46
H -1.44819 -2.25041 -0.96727 0.04 -0.14 0.15
H 0.10981 -1.60862 -1.75375 -0.13 0.12 -0.34
H 2.64824 -0.32762 1.10545 -0.07 -0.07 0.13
H 1.05902 -1.07535 1.33367 0.01 0.02 0.10
H 1.88391 -1.17995 -0.22361 -0.01 -0.11 0.17



Record 4
100
Properties=species:S:1:pos:R:3:forces:R:3 method="wB97M-V/def2-TZVPD" energy_ev=-49434.564 total_charge=+1 homo_energy_ev=-9.78
C 1.15822 -0.07247 4.86424 0.12 0.04 -0.01
C 1.56590 0.46561 3.49301 -0.15 -0.17 0.02
O 2.09972 1.77830 3.61708 -0.18 0.18 -0.23
C 2.54530 -0.46188 2.75779 0.12 0.01 -0.14
C 2.51356 -0.49823 1.20051 -0.07 0.00 0.28
C 2.19145 0.90871 0.65515 0.21 0.03 -0.14
C 2.37465 1.11678 -0.86120 -0.22 0.20 0.13
C 1.06501 1.31552 -1.64197 0.09 -0.12 -0.09
C 0.68565 2.77851 -1.90550 0.12 0.00 0.13
C -0.11168 3.49708 -0.81081 -0.09 0.05 -0.06
C -1.22783 2.68398 -0.16088 0.01 0.17 0.19
C -2.21392 3.56370 0.63362 0.06 -0.19 -0.01
C -3.59928 3.65791 -0.00219 0.03 -0.03 0.07
C -4.34199 2.32830 -0.11862 -0.27 0.08 -0.05
C -4.66592 1.66378 1.22051 -0.12 0.02 0.02
C -5.11238 0.19967 1.07518 -0.25 0.17 -0.12
C -6.62250 0.06534 1.15798 -0.11 0.01 0.07
N -7.10172 -1.28128 0.90260 0.21 0.29 -0.09
C -6.38593 -2.44436 0.98599 0.23 0.19 0.17
C -7.22518 -3.47895 0.70794 -0.10 -0.56 -0.11
C -8.50067 -2.93105 0.43518 -0.11 -0.48 -0.01
C -8.38880 -1.58200 0.56486 -0.26 0.31 -0.02
N 3.82985 -0.87874 0.66351 -0.12 -0.20 0.16
C 4.35641 -2.14581 0.98193 -0.06 0.06 0.04
F 5.05474 -2.16752 2.20781 -0.05 -0.03 -0.11
C 3.26920 -3.19881 1.14458 0.02 -0.25 -0.09
N 2.01629 -2.90220 0.38993 0.15 -0.04 0.00
C 2.08098 -3.27172 -1.09021 -0.13 0.17 -0.25
N 2.68296 -2.23199 -1.84594 0.31 -0.34 -0.18
C 1.46224 -1.50102 0.62491 -0.28 0.22 -0.02
C 0.18755 -1.61888 1.42242 -0.17 -0.01 0.05
C -0.92301 -0.85276 1.07909 0.18 -0.05 -0.13
C -2.06859 -0.94549 1.83729 -0.16 0.11 0.10
C -2.09371 -1.82661 2.91312 0.08 0.09 -0.18
N -1.05967 -2.59460 3.23407 -0.04 -0.06 0.11
C 0.04332 -2.47768 2.50727 0.13 0.01 -0.03
H 0.20846 0.35946 5.17517 0.05 0.09 0.05
H 1.04770 -1.15645 4.87017 -0.05 -0.03 -0.03
H 1.91270 0.20631 5.59987 0.03 -0.08 0.04
H 0.65857 0.58963 2.89834 0.01 -0.01 -0.01
H 3.05565 1.73166 3.70544 0.03 -0.03 0.20
H 2.45769 -1.46900 3.16459 0.02 -0.03 0.01
H 3.55969 -0.13901 3.01521 -0.01 -0.05 0.10
H 2.83374 1.59821 1.20594 -0.04 0.01 0.04
H 1.17176 1.18150 0.93495 0.07 -0.03 0.12
H 2.99066 2.00670 -1.00910 0.05 -0.04 -0.02
H 2.92546 0.29336 -1.29967 0.07 -0.15 0.03
H 1.15804 0.80326 -2.60175 0.07 0.05 -0.03
H 0.25393 0.80698 -1.11238 -0.06 0.03 -0.11
H 0.14055 2.84452 -2.84860 -0.14 -0.07 0.04
H 1.61458 3.33475 -2.05952 -0.03 0.02 -0.17
H -0.56323 4.38680 -1.25952 0.06 0.04 0.01
H 0.55004 3.86895 -0.02362 0.05 -0.04 0.03
H -0.78196 1.96073 0.52586 -0.02 -0.09 -0.06
H -1.76464 2.11275 -0.92361 0.02 -0.03 -0.04
H -2.30878 3.18437 1.65363 0.02 0.05 0.00
H -1.79359 4.56642 0.72654 -0.03 0.05 0.04
H -3.50214 4.09645 -0.99898 -0.05 0.04 -0.01
H -4.21439 4.34001 0.59062 0.01 0.09 -0.05
H -3.80427 1.63054 -0.76630 0.12 -0.01 0.07
H -5.28818 2.52730 -0.63200 0.03 -0.09 -0.08
H -3.81839 1.73766 1.90507 0.07 -0.05 -0.06
H -5.47266 2.23487 1.69110 0.09 0.01 0.12
H -4.79881 -0.17308 0.09708 0.14 -0.16 0.04
H -4.64696 -0.42604 1.83867 -0.34 0.03 0.00
H -7.07894 0.72273 0.41587 -0.03 0.06 0.02
H -6.96739 0.38991 2.14365 0.02 0.05 0.01
H -5.34111 -2.45567 1.24177 0.01 0.05 0.00
H -6.95400 -4.52161 0.69324 0.00 0.00 0.00
H -9.39263 -3.47725 0.18005 -0.03 0.03 -0.02
H -9.14029 -0.81845 0.44432 0.11 0.09 0.02
H 4.51200 -0.15865 0.87189 0.06 0.06 -0.29
H 5.09138 -2.45934 0.23564 0.11 0.13 0.11
H 3.01708 -3.28591 2.19888 0.00 0.11 -0.01
H 3.63154 -4.17051 0.81448 -0.03 -0.03 0.01
H 1.31859 -3.55008 0.75866 -0.03 0.07 0.13
H 1.04314 -3.37678 -1.40428 -0.03 -0.02 0.04
H 2.55227 -4.25798 -1.12424 0.08 0.01 0.10
H 2.39849 -2.24859 -2.81725 -0.14 0.16 0.04
H 3.69461 -2.26431 -1.83020 0.00 0.10 0.02
H 1.19713 -1.14492 -0.36806 0.18 0.01 -0.06
H -0.88562 -0.19487 0.22072 -0.02 0.02 0.01
H -2.94340 -0.35283 1.60001 0.42 -0.11 0.00
H -2.98305 -1.92144 3.52298 -0.02 -0.05 0.07
H 0.86594 -3.11606 2.82505 0.02 -0.03 0.05
C 5.61331 1.48065 -3.33225 -0.09 0.05 -0.04
C 4.92052 0.13668 -3.45994 0.08 -0.08 0.06
O 3.60412 0.19688 -3.98114 -0.07 -0.11 0.09
C 3.48100 0.73977 -5.29123 -0.05 0.05 -0.08
C 4.23818 -0.02956 -6.35770 0.03 -0.05 0.07
H 5.01829 2.16070 -2.72073 0.00 0.00 0.00
H 6.58868 1.35230 -2.86232 0.00 -0.01 0.02
H 5.77581 1.95104 -4.30172 0.03 -0.02 -0.01
H 4.80152 -0.30222 -2.46502 0.02 0.02 0.01
H 5.53452 -0.55750 -4.04532 0.01 0.03 -0.03
H 3.77566 1.79385 -5.29521 0.04 -0.01 0.02
H 2.41166 0.70953 -5.50042 -0.01 0.01 0.00
H 5.31679 -0.00362 -6.19951 0.00 0.04 -0.02
H 4.04062 0.40897 -7.33541 -0.02 0.00 -0.01
H 3.92214 -1.07358 -6.37872 0.00 0.00 -0.01